Record 1
Computed, not measured: 2 unconnected molecules or ions with the total composition C3H3NO3 at a distorted geometry, with ωB97M-V with the def2-TZVPD basis set.

```
10
Properties=species:S:1:pos:R:3:forces:R:3
C -0.9127 -2.4178 0.6446 -1.412 -0.567 -1.487
C 1.0927 0.9804 -0.1599 1.774 0.562 1.027
C -0.1253 1.7586 0.0099 0.605 -1.696 -4.129
N 1.6981 -1.1511 -0.9791 0.564 -1.982 -0.804
O -1.7189 -2.4333 -0.2088 0.974 0.311 0.966
O -0.1361 -2.4665 1.4913 0.469 0.256 0.536
O 1.3027 -0.1157 -0.5946 -1.092 1.159 0.482
H -0.5430 1.7240 -1.0163 -0.493 0.218 0.363
H 0.1567 2.7239 0.1501 0.532 2.779 0.891
H -0.8141 1.3975 0.6626 -1.921 -1.039 2.156
```
Positions in Å, forces in eV/Å.

The HOMO energy (spin up / spin down) is -8.484 / -8.587 eV. For the energy relative to the best compared isomer or geometry (same formula, charge and spin), the calculation gives 745.3 kJ/mol. Its gap between HOMO and LUMO (spin up / spin down) is 8.44 / 8.40 eV. For the lowest unoccupied orbital energy (spin up / spin down), the calculation gives -0.044 / -0.187 eV.

These are the Löwdin partial charges, in e, on atoms 1 to 5: atom 1 (C): -0.43, atom 2 (C): -0.07, atom 3 (C): -0.04, atom 4 (N): 0.14, atom 5 (O): 0.18

=====

Record 2
Computed, not measured: a single C3H3NO3 molecule, with ωB97M-V with the def2-TZVPD basis set.

```
10
Properties=species:S:1:pos:R:3:forces:R:3
N 0.0743 -1.9148 0.4403 -0.103 0.403 -0.124
C 0.0261 -0.6636 0.2937 0.068 -0.322 0.054
O -1.0740 0.0210 -0.1398 -0.016 -0.038 0.022
C -0.9115 1.1529 -0.9125 -0.342 0.406 -0.160
O -1.8233 1.8914 -1.1024 0.424 -0.417 0.104
C 1.2102 0.1445 0.7629 0.087 0.448 0.088
O 1.1951 1.3485 0.8215 0.058 -0.579 -0.033
H -0.7936 -2.3620 0.1392 0.045 0.032 0.020
H 0.0888 1.2495 -1.3532 -0.109 -0.023 0.032
H 2.0704 -0.4776 1.0655 -0.112 0.091 -0.004
```
Positions in Å, forces in eV/Å.

The HOMO energy is -11.125 eV. As for the structure (SMILES): [H]/N=C(/C=O)OC=O. For the energy relative to the best compared isomer or geometry (same formula, charge and spin), the calculation gives 155.8 kJ/mol. Its gap between HOMO and LUMO is 10.41 eV. For the lowest unoccupied orbital energy, the calculation gives -0.717 eV.

These are the Löwdin partial charges, in e, on atoms 1 to 5: atom 1 (N): 0.21, atom 2 (C): -0.39, atom 3 (O): 0.07, atom 4 (C): -0.30, atom 5 (O): 0.13

=====

Record 3
Computed, not measured: a single C3H3NO3 molecule, with ωB97M-V with the def2-TZVPD basis set.

```
10
Properties=species:S:1:pos:R:3:forces:R:3
N -0.4927 0.6581 -1.7247 0.236 0.013 0.436
C -0.0760 0.1493 -0.6512 0.068 0.223 -0.279
O 0.2986 0.9094 0.4471 0.082 -0.022 -0.020
C -0.1225 0.5529 1.6941 -0.542 -0.648 0.066
O -0.9437 -0.2896 1.9226 0.623 0.572 -0.237
C 0.3516 -1.2955 -0.7467 0.687 -0.170 0.080
O 1.2544 -1.7624 -0.0973 -0.900 0.291 -0.284
H -0.5294 1.6761 -1.6608 -0.256 -0.013 0.039
H 0.3832 1.1832 2.4418 -0.081 -0.134 -0.216
H -0.1237 -1.7815 -1.6250 0.082 -0.112 0.415
```
Positions in Å, forces in eV/Å.

The HOMO energy is -10.755 eV. As for the structure (SMILES): [H]/N=C(/C=O)OC=O. For the energy relative to the best compared isomer or geometry (same formula, charge and spin), the calculation gives 156.7 kJ/mol. Its gap between HOMO and LUMO is 10.52 eV. For the lowest unoccupied orbital energy, the calculation gives -0.234 eV.

These are the Löwdin partial charges, in e, on atoms 1 to 5: atom 1 (N): 0.21, atom 2 (C): -0.37, atom 3 (O): 0.05, atom 4 (C): -0.29, atom 5 (O): 0.11